Entry from the OMol25 dataset: one molecule with the formula C6H12O at a distorted geometry (ωB97M-V/def2-TZVPD).

Positions of all 19 atoms, in Å:
1 C -2.712 0.185 -0.219
2 C -1.310 0.538 0.269
3 C -0.256 -0.489 -0.157
4 C 1.172 -0.103 0.180
5 C 1.899 -1.073 1.057
6 C 1.960 0.730 -0.456
7 O 1.755 1.301 -1.669
8 H -2.731 0.089 -1.311
9 H -3.053 -0.770 0.200
10 H -3.438 0.954 0.065
11 H -1.305 0.630 1.364
12 H -1.008 1.519 -0.118
13 H -0.314 -0.654 -1.240
14 H -0.513 -1.458 0.302
15 H 1.276 -0.833 1.913
16 H 1.877 -2.003 0.459
17 H 2.959 -0.848 1.234
18 H 2.934 0.983 -0.037
19 H 0.808 1.302 -1.836

Atomic forces in eV per Å
C -0.023 -0.011 -0.026
C 0.132 0.120 -0.012
C 0.203 0.051 -0.243
C 0.268 -0.802 -0.809
C -0.413 0.998 0.123
C 0.724 0.561 -0.516
O -0.469 1.095 -0.083
H -0.014 0.026 0.150
H 0.078 0.139 -0.049
H 0.102 -0.127 -0.043
H 0.032 -0.001 -0.174
H -0.127 -0.017 0.059
H -0.215 -0.001 -0.048
H 0.256 0.235 -0.098
H 0.424 -2.049 1.230
H -0.434 -0.122 1.272
H -0.400 0.232 0.029
H -0.015 -0.294 -0.466
H -0.109 -0.034 -0.296

Gap between HOMO and LUMO: 9.0750 eV
SMILES string: CCC/C(C)=C\O
LUMO level: 0.862 eV
DFT total energy: -310.9946 a.u.
Energy relative to the best compared isomer or geometry (same formula, charge and spin): 169.9 kJ/mol